Computed, not measured: one molecule with the formula C4H10N2 at a distorted geometry, with ωB97M-V/def2-TZVPD.

Values from the calculation:
LUMO = 1.133 eV
E_HOMO = -8.62 eV
Total energy = -267.801007 a.u.
Energy above the lowest of the compared OMol25 structures with the same formula, charge and spin = 78.0 kcal per mole
Spin multiplicity = 1
SMILES string = C[C@H]1N[C@@]1(C)N
Total charge = 0
Kohn-Sham gap = 9.76 eV

Each atom is followed by the atoms it is bonded to, with distances in Å.
CARTESIAN COORDINATES (ANGSTROEM)
1 C 1.82076 0.30757 -1.00682  C2 1.678, H7 1.095, H8 1.094, H9 1.094
2 C 0.18674 -0.03210 -0.82966  C1 1.678, N3 1.499, C4 1.448, H10 1.079
3 N -0.02156 -1.32463 -0.09915  C2 1.499, C4 1.420, H11 1.016
4 C -0.29993 -0.08416 0.53287  C2 1.448, N3 1.420, C5 1.712, N6 1.398
5 C -1.93665 0.32692 0.24534  C4 1.712, H12 1.093, H13 1.093, H14 1.093
6 N 0.34548 0.21314 1.73633  C4 1.398, H15 1.015, H16 1.016
7 H 2.48081 -0.17428 -0.27847  C1 1.095
8 H 1.94993 1.39052 -0.92294  C1 1.094
9 H 2.12376 -0.01232 -2.00864  C1 1.094
10 H -0.28202 0.27579 -1.75138  C2 1.079
11 H -0.25546 -2.00993 -0.81227  N3 1.016
12 H -2.38400 -0.06438 -0.67155  C5 1.093
13 H -2.47632 -0.13704 1.07519  C5 1.093
14 H -2.05394 1.41279 0.28977  C5 1.093
15 H -0.24866 0.39408 2.53865  N6 1.015
16 H 1.05106 -0.48196 1.96273  N6 1.016

Computed, not measured: a 2-piece molecular cluster, C4H10N2 overall at a distorted geometry, with ωB97M-V/def2-TZVPD.

Values from the calculation:
LUMO = 0.954 eV
E_HOMO = -8.41 eV
Total energy = -267.830298 a.u.
Energy above the lowest of the compared OMol25 structures with the same formula, charge and spin = 59.6 kcal per mole
Spin multiplicity = 1
SMILES string = C=CN.C=CN
Total charge = 0
Kohn-Sham gap = 9.36 eV

Each atom is followed by the atoms it is bonded to, with distances in Å.
CARTESIAN COORDINATES (ANGSTROEM)
1 C -0.21007 -0.99451 -2.88570  C2 1.336, H4 1.083, H5 1.084
2 C -0.20261 -0.25806 -1.77142  C1 1.336, N3 1.413, H6 1.082
3 N -0.68309 1.06827 -1.84653  C2 1.413, H7 1.008, H8 1.013
4 H -1.02098 -0.93669 -3.60056  C1 1.083
5 H 0.48465 -1.81597 -3.01751  C1 1.084
6 H 0.31509 -0.54491 -0.86532  C2 1.082
7 H -0.12928 1.65564 -2.44952  N3 1.008
8 H -0.71468 1.53827 -0.94991  N3 1.013
9 C -0.70033 -0.59774 1.78502  C10 1.328, H12 1.080, H13 1.082
10 C 0.26142 0.31339 1.88136  C9 1.328, N11 1.410, H14 1.089
11 N 1.20388 0.37957 2.92845  C10 1.410, H15 1.005, H16 1.002
12 H -1.55830 -0.36495 1.17231  C9 1.080
13 H -0.67734 -1.55608 2.28605  C9 1.082
14 H 0.26856 1.15176 1.18709  C10 1.089
15 H 1.89592 -0.34841 2.95522  N11 1.005
16 H 1.46717 1.31042 3.19095  N11 1.002

Computed, not measured: one molecule with the formula C4H10N2 at a distorted geometry, with ωB97M-V/def2-TZVPD.

Values from the calculation:
LUMO = 1.179 eV
E_HOMO = -8.74 eV
Total energy = -267.869312 a.u.
Energy above the lowest of the compared OMol25 structures with the same formula, charge and spin = 35.2 kcal per mole
Spin multiplicity = 1
SMILES string = CN[C@@H]1C[C@H]1N
Total charge = 0
Kohn-Sham gap = 9.92 eV

Each atom is followed by the atoms it is bonded to, with distances in Å.
CARTESIAN COORDINATES (ANGSTROEM)
1 C -2.36022 0.00348 0.10190  N2 1.439, H7 1.070, H8 1.116, H9 1.114
2 N -1.16232 -0.64834 -0.35595  C1 1.439, C3 1.435, H10 1.027
3 C -0.00994 -0.15848 0.34450  N2 1.435, C4 1.509, C5 1.499, H11 1.107
4 C 0.63434 1.13136 -0.10078  C3 1.509, C5 1.480, H12 1.122, H13 1.097
5 C 1.29375 -0.16109 -0.39438  C3 1.499, C4 1.480, N6 1.413, H14 1.096
6 N 2.52680 -0.42003 0.24514  C5 1.413, H15 1.043, H16 1.019
7 H -3.22254 -0.46850 -0.31971  C1 1.070
8 H -2.44122 -0.03254 1.21469  C1 1.116
9 H -2.41652 1.08136 -0.17525  C1 1.114
10 H -1.20569 -1.66984 -0.26050  N2 1.027
11 H 0.02338 -0.30253 1.44186  C3 1.107
12 H 0.13155 1.67623 -0.94355  C4 1.122
13 H 1.05716 1.78830 0.66903  C4 1.097
14 H 1.12098 -0.45104 -1.43665  C5 1.096
15 H 3.27968 0.04578 -0.30648  N6 1.043
16 H 2.75082 -1.41412 0.27612  N6 1.019